Entry 1:
This record from the Open Molecules 2025 dataset describes a molecular structure, C31H33GaN4O3P at a distorted geometry. The level of theory is ωB97M-V with the def2-TZVPD basis set.

XYZ file:
```
73
Properties=species:S:1:pos:R:3:lowdin_charge:R:1
Ga -0.02 0.27 0.69 0.38
C -2.78 3.71 1.50 -0.02
C -1.66 2.87 1.52 -0.12
N -1.66 1.68 0.98 0.05
C -2.77 1.23 0.33 -0.13
C -3.92 2.02 0.22 -0.14
C -3.91 3.28 0.86 0.02
C -5.02 1.54 -0.55 -0.03
C -4.88 0.36 -1.21 -0.05
C -3.71 -0.43 -1.10 0.00
C -2.67 -0.06 -0.29 -0.18
N -1.49 -0.75 -0.02 0.03
C -1.35 -2.12 -0.02 -0.20
C -2.25 -3.10 -0.38 0.01
C -1.91 -4.48 -0.30 -0.05
C -0.70 -4.91 0.13 -0.03
C 0.25 -3.94 0.55 -0.14
C 1.52 -4.27 1.08 0.03
C 2.36 -3.29 1.53 -0.02
C 1.94 -1.96 1.44 -0.12
N 0.77 -1.63 0.94 0.04
C -0.08 -2.58 0.49 -0.14
H -2.74 4.68 1.97 0.12
H -0.73 3.20 1.98 0.12
H -4.79 3.91 0.80 0.13
H -5.92 2.13 -0.63 0.12
H -5.68 0.01 -1.85 0.11
H -3.64 -1.32 -1.71 0.10
H -3.24 -2.85 -0.71 0.09
H -2.66 -5.20 -0.60 0.11
H -0.45 -5.96 0.17 0.12
H 1.81 -5.31 1.13 0.13
H 3.33 -3.52 1.94 0.12
H 2.57 -1.14 1.78 0.13
C 1.44 -5.43 -4.74 -0.04
C 1.81 -4.23 -3.91 -0.24
C 3.05 -4.14 -3.30 0.00
C 3.41 -3.03 -2.54 -0.20
C 4.78 -2.99 -1.91 -0.04
C 2.47 -2.00 -2.37 -0.10
C 2.81 -0.92 -1.44 -0.15
O 2.00 -0.20 -0.89 -0.02
C 1.21 -2.06 -3.01 -0.17
C 0.18 -0.96 -2.92 -0.01
C 0.92 -3.17 -3.77 0.00
H 2.11 -6.27 -4.56 0.08
H 1.50 -5.19 -5.81 0.09
H 0.42 -5.75 -4.54 0.08
H 3.77 -4.94 -3.43 0.12
H 5.35 -3.88 -2.20 0.08
H 4.73 -2.97 -0.82 0.08
H 5.35 -2.12 -2.24 0.09
H 3.87 -0.79 -1.20 0.13
H 0.62 0.03 -2.87 0.08
H -0.45 -1.07 -2.04 0.06
H -0.47 -1.01 -3.80 0.09
H -0.04 -3.22 -4.28 0.13
C -0.27 -1.63 4.02 -0.24
P -0.23 0.07 3.35 0.84
C -1.71 0.80 4.13 -0.25
C 1.14 0.84 4.27 -0.24
H -0.50 -1.60 5.09 0.05
H 0.69 -2.12 3.87 0.04
H -1.04 -2.21 3.51 0.05
H -1.73 0.56 5.19 0.05
H -2.61 0.42 3.65 0.05
H -1.70 1.88 4.01 0.04
H 0.99 0.75 5.35 0.06
H 1.21 1.90 4.00 0.05
H 2.08 0.37 4.00 0.04
O 0.39 1.85 -0.74 -0.05
N 1.15 2.41 0.05 -0.08
O 1.25 1.73 1.14 -0.14
```

The max |F| comes out at 0.01989 hartree/bohr. The value obtained for the HOMO energy is -10.1 eV. As for the total charge: +1. The value obtained for the HOMO-LUMO gap is 7.033 eV. The value obtained for the energy above the lowest of the compared OMol25 structures with the same formula, charge and spin is 17.8 kcal/mol.

***

Entry 2:
This record from the Open Molecules 2025 dataset describes a molecular structure, C31H34AsCl2MnN4OS2. The level of theory is ωB97M-V with the def2-TZVPD basis set.

XYZ file:
```
76
Properties=species:S:1:pos:R:3:mulliken_spin:R:1
Mn -0.70 -0.43 -1.36 4.33
Cl 1.16 0.09 -2.68 -0.02
C 2.46 -1.01 -2.18 0.00
C 3.69 -0.88 -2.78 0.00
C 4.69 -1.74 -2.36 0.00
C 4.45 -2.69 -1.38 0.00
C 3.19 -2.78 -0.80 0.00
Cl 2.87 -3.98 0.40 -0.01
C 2.15 -1.93 -1.20 0.03
S 0.56 -2.12 -0.49 -0.39
H 3.86 -0.13 -3.54 0.00
H 5.67 -1.67 -2.80 0.00
H 5.23 -3.36 -1.05 0.00
C 3.52 5.98 0.09 0.00
C 2.68 5.67 -0.97 0.00
C 1.91 4.51 -0.92 0.00
C 1.97 3.68 0.19 0.02
C 2.81 4.00 1.24 0.00
C 3.58 5.15 1.19 0.00
As 0.82 2.11 0.22 0.01
C 1.92 0.91 1.31 0.01
C 3.23 0.68 0.90 -0.01
C 4.03 -0.22 1.59 0.00
C 3.52 -0.91 2.68 0.00
C 2.22 -0.69 3.08 0.00
C 1.41 0.22 2.40 0.00
C -0.56 2.60 1.50 0.02
C -0.50 3.60 2.46 0.00
C -1.57 3.77 3.33 0.00
C -2.69 2.95 3.26 0.00
C -2.75 1.95 2.29 0.00
C -1.70 1.81 1.41 -0.02
H 4.12 6.88 0.05 0.00
H 2.63 6.31 -1.84 0.00
H 1.26 4.27 -1.76 0.00
H 2.87 3.34 2.11 0.00
H 4.24 5.39 2.02 0.00
H 3.65 1.23 0.06 0.00
H 5.06 -0.36 1.28 0.00
H 4.15 -1.60 3.22 0.00
H 1.82 -1.21 3.95 0.00
H 0.41 0.41 2.76 0.00
H 0.37 4.24 2.54 0.00
H -1.52 4.55 4.08 0.00
H -3.51 3.09 3.95 0.00
H -3.63 1.32 2.22 0.00
H -1.71 1.09 0.59 -0.02
C -1.59 -5.54 0.74 0.00
C -2.96 -5.73 0.10 0.00
C -2.85 -6.09 -1.37 0.00
C -3.87 -4.52 0.36 0.00
N -3.27 -3.27 -0.13 0.00
C -2.60 -2.33 0.54 0.01
N -2.24 -1.41 -0.32 0.00
N -2.67 -1.83 -1.53 -0.01
N -3.28 -2.94 -1.43 0.01
H -1.01 -6.46 0.66 0.00
H -1.66 -5.29 1.81 0.00
H -1.01 -4.76 0.24 0.00
H -3.47 -6.55 0.62 0.00
H -2.30 -5.33 -1.93 0.00
H -3.83 -6.20 -1.83 0.00
H -2.32 -7.03 -1.49 0.00
H -4.03 -4.37 1.42 0.00
H -4.83 -4.61 -0.14 0.00
H -2.42 -2.34 1.61 0.00
C -2.58 2.55 -4.05 0.00
S -3.04 1.26 -2.92 0.01
C -3.94 2.21 -1.71 0.00
O -1.70 0.97 -2.20 0.03
H -3.50 2.94 -4.50 0.00
H -1.96 2.11 -4.83 0.00
H -2.05 3.33 -3.51 0.00
H -4.84 2.60 -2.19 0.00
H -3.30 3.01 -1.33 0.00
H -4.22 1.53 -0.91 0.00
```

The multiplicity is 5. The max |F| comes out at 0.01500 hartree/bohr. The value obtained for the HOMO energy (alpha / beta) is -13.1 / -13.1 eV. As for the total charge: +2. The value obtained for the HOMO-LUMO gap (alpha / beta) is 4.471 / 6.693 eV. The value obtained for the energy above the lowest of the compared OMol25 structures with the same formula, charge and spin is 11.1 kcal/mol. Its expectation value of S² is 6.33.

***

Entry 3:
This record from the Open Molecules 2025 dataset describes 3 unconnected molecules or ions with the total composition C31H34BrF16NO5S at a distorted geometry. The level of theory is ωB97M-V with the def2-TZVPD basis set.

XYZ file:
```
89
Properties=species:S:1:pos:R:3:lowdin_charge:R:1
C 0.18 -5.25 -3.80 -0.13
O 1.04 -5.53 -2.72 -0.19
C 0.49 -6.50 -1.84 -0.23
C -0.76 -5.98 -1.07 -0.17
C -0.76 -6.36 0.44 -0.18
C -1.05 -5.13 1.36 -0.19
C 0.07 -4.87 2.42 -0.19
C 0.23 -3.34 2.58 -0.21
C 1.55 -2.90 3.22 -0.12
C 1.58 -1.38 3.38 -0.16
C 0.79 -0.56 2.63 -0.06
C 0.81 0.81 2.75 -0.43
C 1.63 1.44 3.65 -0.24
C 2.43 0.62 4.42 0.02
C 2.42 -0.74 4.30 -0.17
C 3.36 -1.58 5.15 -0.12
O 4.29 -2.30 4.31 -0.15
O 4.81 -1.34 3.41 -0.02
N 1.78 2.84 3.84 0.10
C 0.87 3.72 3.22 -0.25
C 0.95 5.05 3.57 -0.02
C 0.15 6.00 3.00 -0.13
C -0.79 5.65 2.06 -0.70
Br -1.93 6.89 1.19 0.74
C -0.90 4.34 1.70 -0.19
C -0.08 3.40 2.26 -0.45
S -0.26 1.73 1.67 1.05
H -0.74 -4.72 -3.50 0.08
H -0.13 -6.16 -4.34 0.09
H 0.72 -4.62 -4.50 0.09
H 1.28 -6.71 -1.11 0.11
H 0.21 -7.43 -2.37 0.12
H -0.81 -4.90 -1.23 0.10
H -1.65 -6.42 -1.55 0.11
H 0.19 -6.81 0.75 0.09
H -1.59 -7.06 0.57 0.10
H -1.16 -4.26 0.70 0.09
H -2.02 -5.26 1.86 0.11
H 1.00 -5.36 2.13 0.11
H -0.32 -5.27 3.36 0.11
H -0.62 -2.92 3.13 0.13
H 0.22 -2.92 1.56 0.10
H 2.42 -3.24 2.66 0.12
H 1.64 -3.34 4.22 0.12
H 0.12 -0.95 1.87 0.10
H 3.10 1.05 5.16 0.13
H 2.80 -2.32 5.72 0.13
H 3.97 -0.95 5.80 0.12
H 4.84 -1.78 2.55 0.11
H 2.74 3.15 3.78 0.15
H 1.68 5.40 4.30 0.12
H 0.24 7.05 3.26 0.11
H -1.61 4.02 0.94 0.10
F 3.23 4.13 -3.50 0.10
C 3.32 3.98 -2.17 -0.31
F 3.94 2.79 -1.94 0.10
C 1.95 3.97 -1.49 -0.43
F 1.23 2.89 -1.87 0.12
F 2.19 3.81 -0.15 0.10
C 1.07 5.23 -1.62 -0.03
O 0.04 5.23 -2.62 0.04
C 0.31 5.57 -3.93 -0.53
F 1.53 6.12 -4.04 0.15
F -0.57 6.53 -4.27 0.15
C 0.11 4.39 -4.90 -0.28
F 0.87 3.33 -4.56 0.10
F 0.45 4.77 -6.15 0.10
H 3.95 4.77 -1.76 0.17
H 0.51 5.28 -0.69 0.13
H 1.66 6.14 -1.66 0.15
H -0.94 4.08 -4.89 0.18
F -1.73 -0.29 -2.94 0.10
C -1.57 -0.50 -1.63 -0.30
F -0.85 -1.64 -1.50 0.09
C -2.91 -0.64 -0.89 -0.44
F -3.57 -1.74 -1.31 0.13
F -2.62 -0.84 0.42 0.09
C -3.87 0.57 -0.94 -0.03
O -4.93 0.57 -1.90 0.04
C -4.73 1.00 -3.20 -0.53
F -3.54 1.62 -3.32 0.14
F -5.68 1.93 -3.45 0.14
C -4.91 -0.13 -4.22 -0.29
F -4.08 -1.16 -3.97 0.10
F -4.63 0.33 -5.46 0.10
H -0.98 0.32 -1.21 0.16
H -4.39 0.55 0.02 0.15
H -3.32 1.52 -0.95 0.14
H -5.94 -0.50 -4.20 0.18
```

The max |F| comes out at 0.03420 hartree/bohr. The value obtained for the HOMO energy is -7.7 eV. As for the total charge: 0. The value obtained for the HOMO-LUMO gap is 8.032 eV. As for the SMILES: COCCCCCCCc1cc2c(cc1COO)Nc1ccc(Br)cc1S2.FC(F)C(F)(F)COC(F)(F)C(F)F.FC(F)C(F)(F)COC(F)(F)C(F)F.

***

Entry 4:
This record from the Open Molecules 2025 dataset describes 2 unconnected molecules or ions with the total composition C31H34ClF6O12S. The level of theory is ωB97M-V with the def2-TZVPD basis set.

XYZ file:
```
85
Properties=species:S:1:pos:R:3:lowdin_charge:R:1
C 4.95 -0.39 2.72 -0.10
C 5.02 0.91 1.93 -0.22
C 3.82 1.09 1.02 -0.24
O 3.87 2.39 0.47 -0.12
C 2.77 2.85 -0.30 -0.14
C 1.59 1.90 -0.41 -0.10
C 0.53 2.07 0.49 -0.07
C 0.50 3.24 1.45 -0.09
C 1.51 3.22 2.61 -0.05
C 1.26 2.20 3.68 -0.60
F 0.16 2.49 4.41 0.13
F 1.13 0.93 3.24 0.13
F 2.31 2.19 4.56 0.10
C -0.55 1.20 0.40 -0.01
C -0.58 0.17 -0.53 -0.02
C 0.45 0.00 -1.46 -0.08
C 0.29 -1.05 -2.55 -0.13
O 1.01 -2.26 -2.36 -0.10
C 1.56 -2.49 -1.09 -0.18
C 2.17 -3.91 -1.02 -0.16
O 1.99 -4.65 -2.20 -0.14
C 3.15 -5.24 -2.76 -0.27
C 2.80 -6.62 -3.32 -0.07
C 1.53 0.89 -1.38 -0.14
S 2.82 0.83 -2.60 0.81
O 4.09 1.18 -2.03 -0.26
O 2.75 -0.33 -3.44 -0.25
C 2.34 2.28 -3.73 -0.63
F 1.35 2.99 -3.20 0.15
F 1.97 1.81 -4.92 0.15
F 3.41 3.08 -3.89 0.13
C -1.81 -0.68 -0.56 -0.24
O -1.79 -1.87 -0.76 0.16
C -3.08 0.07 -0.31 -0.20
O -4.16 -0.33 -1.00 0.07
C -3.07 1.06 0.59 -0.07
C -4.27 1.88 0.96 -0.10
C -4.88 1.49 2.32 -0.14
C -5.46 0.09 2.32 -0.23
C -4.94 -0.88 3.17 -0.04
C -5.45 -2.17 3.18 -0.09
C -6.50 -2.50 2.33 -0.10
C -7.02 -1.54 1.48 -0.09
C -6.51 -0.25 1.48 -0.04
C -1.78 1.36 1.26 -0.25
O -1.72 1.75 2.41 0.11
H 4.89 -1.25 2.06 0.07
H 4.10 -0.38 3.41 0.07
H 5.85 -0.51 3.32 0.07
H 5.95 0.98 1.35 0.11
H 5.04 1.76 2.63 0.11
H 2.91 0.92 1.61 0.11
H 3.86 0.34 0.22 0.11
H 3.15 3.12 -1.28 0.11
H 2.44 3.78 0.15 0.11
H 0.73 4.14 0.87 0.12
H -0.49 3.40 1.86 0.11
H 1.45 4.18 3.13 0.14
H 2.54 3.13 2.25 0.11
H -0.76 -1.31 -2.65 0.13
H 0.60 -0.63 -3.50 0.12
H 0.79 -2.40 -0.31 0.12
H 2.36 -1.77 -0.88 0.11
H 1.70 -4.46 -0.20 0.12
H 3.24 -3.81 -0.80 0.11
H 3.50 -4.60 -3.57 0.12
H 3.94 -5.33 -2.02 0.11
H 2.50 -6.57 -4.36 0.07
H 1.96 -7.04 -2.76 0.07
H 3.65 -7.30 -3.24 0.06
H -4.19 0.23 -1.80 0.08
H -5.01 1.79 0.16 0.12
H -3.97 2.93 1.00 0.13
H -5.67 2.21 2.56 0.12
H -4.10 1.57 3.08 0.10
H -4.11 -0.61 3.83 0.11
H -5.03 -2.91 3.84 0.10
H -6.88 -3.51 2.33 0.09
H -7.83 -1.79 0.80 0.10
H -6.92 0.49 0.80 0.12
O -1.71 2.46 -2.05 -0.34
Cl -2.35 2.17 -3.32 0.68
O -1.37 1.63 -4.23 -0.35
O -2.92 3.37 -3.87 -0.34
O -3.39 1.18 -3.10 -0.37
```

The max |F| comes out at 0.00971 hartree/bohr. The value obtained for the HOMO energy is -7.0 eV. As for the total charge: -1. The value obtained for the HOMO-LUMO gap is 8.304 eV.

***

Entry 5:
This record from the Open Molecules 2025 dataset describes a molecular structure, C31H34HgN7O3 at a distorted geometry. The level of theory is ωB97M-V with the def2-TZVPD basis set.

XYZ file:
```
76
Properties=species:S:1:pos:R:3:mulliken_spin:R:1
Hg -0.19 0.46 -0.95 0.00
N -0.09 2.41 -2.28 0.00
C -0.23 3.59 -1.41 -0.01
C -1.65 3.66 -0.85 0.00
N -2.08 2.39 -0.28 0.00
C -2.27 2.29 1.16 0.00
C -0.94 2.18 1.90 0.00
N -0.14 1.02 1.45 0.01
H 0.83 2.38 -2.70 0.00
H -0.78 2.42 -3.03 0.00
H -0.01 4.52 -1.93 0.00
H 0.48 3.48 -0.59 0.00
H -2.33 3.95 -1.65 0.00
H -1.69 4.46 -0.10 0.00
H -2.89 2.03 -0.78 0.00
H -2.86 1.40 1.36 0.00
H -2.81 3.15 1.58 0.00
H -1.13 2.15 2.97 0.00
H -0.35 3.08 1.70 0.00
H -0.51 0.15 1.80 0.00
H 0.81 1.12 1.78 -0.01
O -3.10 0.17 -2.83 0.00
C -3.03 -0.63 -1.93 0.00
N -1.97 -0.76 -1.05 0.00
C -2.28 -1.70 -0.08 0.00
O -1.61 -1.95 0.90 0.00
C -3.61 -2.30 -0.42 0.00
C -4.35 -3.29 0.19 0.00
C -5.58 -3.62 -0.37 0.00
C -6.06 -2.95 -1.49 0.00
C -5.30 -1.95 -2.10 0.00
C -4.08 -1.65 -1.54 0.00
H -3.97 -3.80 1.08 0.00
H -6.19 -4.40 0.09 0.00
H -7.02 -3.22 -1.90 0.00
H -5.66 -1.42 -2.98 0.00
C 4.18 0.57 -1.92 -0.06
C 2.81 0.30 -1.92 0.17
N 2.00 0.95 -1.06 -0.03
C 2.48 1.85 -0.22 0.07
C 3.85 2.21 -0.15 -0.02
C 4.69 1.51 -1.05 0.12
C 4.35 3.25 0.68 0.20
C 3.80 3.98 1.74 0.12
C 2.69 3.78 2.61 0.10
C 2.30 4.83 3.49 0.05
C 1.27 4.62 4.36 0.04
N 0.62 3.44 4.46 0.11
C 1.06 2.50 3.62 -0.05
N 2.01 2.59 2.69 0.10
H 4.82 0.04 -2.61 0.00
H 2.37 -0.41 -2.59 0.02
H 1.78 2.31 0.46 0.03
H 5.76 1.71 -1.04 0.01
H 5.34 3.57 0.38 0.01
H 4.36 4.87 2.00 0.01
H 2.81 5.79 3.45 0.00
H 0.93 5.41 5.02 0.00
H 0.57 1.53 3.73 -0.01
C 0.00 -3.30 -2.71 0.00
C 0.68 -3.12 -1.38 0.00
O 0.88 -2.02 -0.94 0.00
C 1.08 -4.32 -0.59 0.00
C 1.38 -4.16 0.76 0.00
C 1.76 -5.24 1.53 0.00
C 1.85 -6.51 0.95 0.00
C 1.54 -6.68 -0.40 0.00
C 1.15 -5.59 -1.16 0.00
H -0.41 -2.35 -3.04 0.00
H -0.80 -4.05 -2.66 0.00
H 0.73 -3.64 -3.45 0.00
H 1.30 -3.16 1.19 0.00
H 1.99 -5.11 2.58 0.00
H 2.14 -7.36 1.55 0.00
H 1.61 -7.66 -0.85 0.00
H 0.92 -5.73 -2.21 0.00
```

The multiplicity is 2. The max |F| comes out at 0.02005 hartree/bohr. The value obtained for the HOMO energy (alpha / beta) is -4.8 / -7.3 eV. As for the total charge: 0. The value obtained for the HOMO-LUMO gap (alpha / beta) is 4.799 / 7.289 eV. Its expectation value of S² is 0.78.

***

Entry 6:
This record from the Open Molecules 2025 dataset describes 2 unconnected molecules or ions with the total composition C31H34N3O at a distorted geometry. The level of theory is ωB97M-V with the def2-TZVPD basis set.

XYZ file:
```
69
Properties=species:S:1:pos:R:3:lowdin_charge:R:1
C -5.67 0.37 -3.30 -0.04
N -5.27 0.05 -1.92 -0.11
C -5.81 -1.19 -1.40 -0.22
C -5.39 -2.41 -1.95 -0.03
C -5.86 -3.61 -1.46 -0.08
C -6.77 -3.62 -0.42 -0.08
C -7.20 -2.42 0.13 -0.07
C -6.73 -1.22 -0.35 -0.01
C -3.95 0.48 -1.53 -0.16
C -3.71 1.42 -0.51 0.03
C -2.43 1.80 -0.19 0.01
C -1.29 1.27 -0.85 -0.18
C 0.00 1.69 -0.45 0.13
C 1.30 1.25 -0.82 -0.18
C 2.44 1.88 -0.24 0.01
C 3.72 1.50 -0.57 0.03
C 3.96 0.49 -1.51 -0.15
N 5.29 0.07 -1.91 -0.11
C 5.66 0.39 -3.30 -0.04
C 5.81 -1.18 -1.41 -0.23
C 5.40 -2.39 -1.98 -0.03
C 5.86 -3.60 -1.48 -0.08
C 6.74 -3.62 -0.42 -0.08
C 7.18 -2.43 0.14 -0.08
C 6.72 -1.22 -0.35 -0.01
C 2.85 -0.14 -2.08 0.02
C 1.57 0.21 -1.73 0.02
C -1.56 0.35 -1.90 0.02
C -2.84 -0.03 -2.21 0.02
H -5.16 1.27 -3.64 0.09
H -5.41 -0.44 -3.98 0.08
H -6.74 0.54 -3.36 0.10
H -4.69 -2.40 -2.77 0.10
H -5.52 -4.54 -1.89 0.11
H -7.13 -4.55 -0.02 0.11
H -7.91 -2.43 0.94 0.11
H -7.06 -0.29 0.06 0.11
H -4.55 1.84 0.00 0.13
H -2.28 2.53 0.59 0.12
H 0.00 2.48 0.29 0.12
H 2.29 2.66 0.48 0.12
H 4.57 1.99 -0.11 0.13
H 6.62 -0.06 -3.55 0.10
H 4.92 0.00 -4.00 0.08
H 5.74 1.46 -3.44 0.09
H 4.72 -2.38 -2.81 0.10
H 5.52 -4.52 -1.91 0.11
H 7.10 -4.56 -0.03 0.11
H 7.87 -2.45 0.96 0.11
H 7.05 -0.29 0.08 0.11
H 3.02 -0.92 -2.80 0.12
H 0.77 -0.37 -2.14 0.09
H -0.77 -0.01 -2.52 0.09
H -3.01 -0.74 -3.01 0.12
C 1.18 2.20 5.88 -0.19
C 1.23 2.12 4.36 -0.21
N 0.00 1.51 3.86 -0.08
C -1.22 2.16 4.34 -0.21
C -1.19 2.24 5.87 -0.19
O 0.00 2.87 6.32 -0.14
H 1.18 1.20 6.33 0.12
H 2.04 2.75 6.30 0.13
H 1.32 3.13 3.94 0.11
H 2.10 1.55 4.01 0.12
H 0.01 1.44 2.83 0.09
H -1.27 3.17 3.92 0.11
H -2.10 1.62 3.99 0.12
H -2.03 2.81 6.27 0.13
H -1.23 1.24 6.32 0.12
```

The max |F| comes out at 0.02277 hartree/bohr. The value obtained for the HOMO energy is -10.9 eV. As for the total charge: +1. The value obtained for the HOMO-LUMO gap is 5.208 eV. The value obtained for the energy above the lowest of the compared OMol25 structures with the same formula, charge and spin is 41.6 kcal/mol.